--- 1 ---
The following is a DFT calculation (ωB97M-V/def2-TZVPD) of 2 unconnected molecules or ions with the total composition C3H7O2S.

## Properties
- HOMO-LUMO gap (eV) = 6.6
- molecular weight (g/mol) = 107.2
- LUMO level (Ha) = 0.140
- charge = -1

The geometry in XYZ format:
```
13
C3H7O2S, DFT ωB97M-V/def2-TZVPD
O 1.96896 1.55301 0.20882
C 1.07519 0.93033 -0.34671
C -0.20655 1.49926 -0.04019
C -1.35436 0.51290 0.35658
S -2.05691 -0.45973 -0.88279
H 1.10055 -0.03838 -0.90738
H -0.07048 2.16848 0.78128
H -0.68046 2.04392 -0.89808
H -0.78786 0.05350 1.14416
H -2.15159 1.11592 0.88500
H 0.28592 -3.38745 -0.31798
H 1.59899 -2.56038 0.17864
O 1.27858 -3.43138 -0.16134
```

---

--- 2 ---
The following is a DFT calculation (ωB97M-V/def2-TZVPD) of 2 unconnected molecules or ions with the total composition C3H7O2S.

## Properties
- HOMO-LUMO gap (eV) = 7.9
- molecular weight (g/mol) = 107.2
- LUMO level (Ha) = 0.138
- charge = -1

The geometry in XYZ format:
```
13
C3H7O2S, DFT ωB97M-V/def2-TZVPD
C 1.67325 0.36404 0.44928
C 0.58276 -0.26805 1.36167
S -0.17078 -1.75783 0.67912
H 1.24605 0.56227 -0.53216
H 2.57877 -0.23606 0.42072
H 1.94396 1.43229 0.79226
H 0.94627 -0.46537 2.37734
H -0.34969 0.34990 1.40493
H -0.53733 -0.98700 -0.51608
O -0.65359 1.98161 -0.28310
C -0.91537 1.33963 -1.32470
O -0.54254 0.14311 -1.67478
H -1.57035 1.85777 -2.06736
```

---

Computed stability ranking, most favorable first: 2, 1